[1]
{
  "formula": "C36H75N5O10",
  "method": "ωB97M-V with the def2-TZVPD basis set",
  "elements": ["N", "C", "O", "C", "C", "N", "C", "C", "C", "O", "O", "C", "C", "N", "C", "N", "C", "C", "C", "N", "O", "H", "H", "H", "H", "H", "H", "H", "H", "H", "H", "H", "H", "H", "H", "H", "C", "C", "O", "C", "C", "H", "H", "H", "H", "H", "H", "H", "H", "H", "H", "C", "C", "O", "C", "C", "H", "H", "H", "H", "H", "H", "H", "H", "H", "H", "C", "C", "O", "C", "C", "H", "H", "H", "H", "H", "H", "H", "H", "H", "H", "C", "C", "O", "C", "C", "H", "H", "H", "H", "H", "H", "H", "H", "H", "H", "C", "C", "O", "C", "C", "H", "H", "H", "H", "H", "H", "H", "H", "H", "H", "C", "C", "O", "C", "C", "H", "H", "H", "H", "H", "H", "H", "H", "H", "H"],
  "xyz": [[2.267, -0.765, 9.256], [1.335, -0.689, 8.626], [0.236, -0.966, 7.938], [0.391, -0.740, 6.475], [1.627, 0.195, 6.366], [2.639, 0.605, 6.091], [-0.847, 0.108, 6.049], [-0.508, 1.359, 5.141], [-1.773, 1.984, 4.467], [-1.609, 2.958, 3.835], [-3.022, 1.429, 4.632], [0.605, -2.146, 5.778], [0.317, -3.205, 6.874], [0.119, -3.935, 7.709], [2.150, -2.423, 5.444], [2.651, -1.840, 4.209], [-0.382, -2.527, 4.626], [-0.361, -1.647, 3.341], [0.112, -2.425, 2.070], [0.522, -3.817, 2.116], [0.175, -1.859, 1.027], [-1.696, -0.449, 5.614], [-1.247, 0.568, 6.987], [0.199, 1.126, 4.322], [-0.057, 2.184, 5.737], [-3.141, 1.249, 5.580], [2.199, -3.531, 5.315], [2.792, -2.215, 6.332], [2.497, -2.443, 3.410], [2.318, -0.902, 4.017], [-0.247, -3.615, 4.435], [-1.410, -2.450, 5.053], [0.274, -0.746, 3.382], [-1.399, -1.327, 3.088], [1.545, -3.835, 2.037], [0.209, -4.262, 1.251], [-3.728, 4.810, 2.484], [-4.609, 4.931, 3.714], [-5.271, 6.181, 3.827], [-6.151, 6.522, 2.770], [-7.293, 5.539, 2.583], [-2.990, 5.615, 2.462], [-3.206, 3.857, 2.487], [-4.309, 4.871, 1.561], [-3.984, 4.835, 4.604], [-5.335, 4.111, 3.757], [-5.591, 6.654, 1.838], [-6.564, 7.501, 3.022], [-6.935, 4.548, 2.301], [-7.968, 5.885, 1.797], [-7.861, 5.431, 3.510], [6.097, -1.284, 0.326], [4.978, -1.929, 1.124], [3.679, -1.536, 0.708], [3.329, -1.835, -0.636], [3.362, -3.319, -0.958], [6.016, -0.196, 0.365], [7.069, -1.577, 0.728], [6.069, -1.577, -0.724], [5.070, -1.627, 2.169], [5.068, -3.022, 1.111], [3.960, -1.269, -1.329], [2.311, -1.468, -0.777], [4.367, -3.734, -0.860], [3.027, -3.493, -1.982], [2.711, -3.873, -0.276], [-0.170, -1.440, -3.497], [0.585, -2.006, -4.687], [1.176, -3.274, -4.437], [0.291, -4.328, -4.090], [-0.741, -4.632, -5.160], [0.486, -1.371, -2.626], [-0.552, -0.444, -3.727], [-1.019, -2.067, -3.220], [1.402, -1.327, -4.938], [-0.057, -2.054, -5.573], [-0.189, -4.118, -3.128], [0.911, -5.214, -3.937], [-1.408, -3.786, -5.333], [-1.355, -5.486, -4.867], [-0.251, -4.862, -6.109], [3.070, -3.111, -9.025], [1.953, -3.761, -8.226], [0.653, -3.367, -8.640], [0.302, -3.663, -9.980], [0.334, -5.147, -10.307], [2.987, -2.023, -8.983], [4.042, -3.405, -8.626], [3.039, -3.402, -10.077], [2.050, -3.460, -7.181], [2.042, -4.853, -8.241], [0.933, -3.096, -10.673], [-0.716, -3.294, -10.118], [1.339, -5.562, -10.213], [-0.002, -5.317, -11.331], [-0.315, -5.702, -9.627], [11.202, 0.079, -2.715], [10.448, -0.596, -1.583], [9.201, -1.146, -1.975], [9.241, -2.150, -2.974], [10.050, -3.374, -2.579], [10.587, 0.857, -3.173], [12.121, 0.533, -2.341], [11.474, -0.628, -3.501], [10.226, 0.147, -0.815], [11.067, -1.361, -1.101], [9.600, -1.730, -3.920], [8.206, -2.451, -3.144], [11.103, -3.133, -2.424], [9.994, -4.134, -3.360], [9.671, -3.799, -1.648], [-10.672, 7.556, 3.285], [-10.088, 8.104, 1.994], [-10.505, 7.398, 0.837], [-11.897, 7.383, 0.577], [-12.498, 8.763, 0.377], [-10.429, 6.496, 3.394], [-10.271, 8.098, 4.143], [-11.759, 7.647, 3.310], [-9.001, 8.014, 2.036], [-10.305, 9.172, 1.888], [-12.425, 6.836, 1.367], [-12.030, 6.803, -0.338], [-12.418, 9.377, 1.277], [-13.556, 8.684, 0.122], [-11.982, 9.292, -0.427]],
  "forces_ev_per_angstrom": [[2.64, 0.52, 1.86], [-3.59, -1.69, -1.90], [0.94, 1.12, -0.03], [0.28, 1.78, 0.36], [-3.54, -3.19, -0.20], [2.53, 1.67, -0.54], [-0.23, 1.30, 0.23], [-0.93, -0.74, 0.29], [0.93, -0.93, 1.28], [-0.10, 1.17, -1.27], [0.54, 0.20, 0.50], [0.65, -1.61, 1.29], [0.65, 3.28, -3.02], [-0.48, -2.02, 1.88], [-0.54, -0.95, -0.38], [-0.09, -0.11, 0.41], [-0.59, 0.59, 0.64], [-0.02, -1.38, -0.51], [0.59, -0.16, 0.36], [-0.06, -0.10, 0.56], [-0.50, 1.02, -0.97], [0.81, -0.10, 0.13], [0.34, -0.60, -0.49], [-0.43, 0.16, 0.39], [-0.23, -0.64, -0.39], [-0.09, -0.28, -0.36], [0.03, 0.77, 0.11], [-0.56, 0.24, -0.61], [0.01, 0.29, 0.12], [0.34, -0.14, 0.02], [0.13, 0.89, -0.24], [0.75, -0.16, -0.19], [-0.39, -0.49, 0.07], [0.75, -0.09, 0.18], [-0.31, 0.01, 0.22], [0.02, 0.33, 0.17], [-0.18, 0.11, -0.27], [0.08, -0.09, -0.12], [0.01, 0.15, 0.25], [-0.05, -0.06, -0.08], [0.01, -0.15, 0.00], [0.01, -0.06, 0.05], [-0.03, 0.08, 0.03], [-0.03, -0.03, 0.02], [-0.09, 0.16, 0.04], [-0.01, -0.02, -0.07], [-0.03, -0.07, -0.04], [0.13, -0.02, 0.13], [-0.01, 0.04, -0.07], [0.01, -0.01, 0.02], [0.00, 0.05, -0.02], [-0.08, -0.01, -0.15], [0.21, 0.05, 0.02], [-0.28, 0.01, 0.24], [-0.05, -0.03, -0.11], [0.18, -0.09, 0.02], [0.01, -0.04, 0.04], [-0.04, 0.01, -0.02], [0.10, -0.04, 0.02], [-0.22, 0.02, -0.03], [0.04, -0.02, -0.08], [0.07, -0.08, 0.00], [0.04, 0.06, 0.22], [-0.01, 0.01, -0.07], [-0.05, 0.04, 0.03], [-0.05, 0.03, -0.04], [-0.03, -0.13, 0.10], [-0.15, 0.08, 0.02], [0.29, -0.03, 0.00], [-0.11, -0.01, -0.01], [-0.07, 0.12, -0.11], [-0.02, 0.03, -0.03], [0.04, -0.03, -0.01], [-0.04, 0.06, -0.03], [0.12, -0.20, 0.00], [-0.05, -0.03, 0.02], [-0.07, 0.03, -0.02], [0.16, 0.15, -0.02], [-0.03, -0.05, 0.03], [0.05, 0.01, 0.02], [-0.01, 0.00, 0.03], [-0.05, 0.01, -0.18], [0.12, 0.05, 0.02], [-0.13, 0.09, 0.22], [0.01, -0.07, -0.09], [0.13, -0.09, 0.08], [0.01, -0.04, 0.05], [-0.05, 0.01, 0.01], [0.07, -0.05, 0.02], [-0.24, 0.01, -0.02], [0.04, -0.01, -0.08], [0.05, -0.07, -0.03], [0.05, 0.07, 0.17], [-0.01, 0.02, -0.08], [-0.02, 0.03, 0.03], [-0.02, 0.04, -0.04], [-0.03, -0.07, -0.14], [0.11, 0.05, -0.04], [-0.22, 0.08, 0.13], [0.06, -0.08, -0.05], [0.14, 0.03, 0.09], [0.02, 0.00, 0.06], [-0.05, -0.01, 0.01], [0.08, 0.00, 0.04], [-0.18, -0.09, -0.02], [0.05, -0.02, -0.06], [0.07, -0.04, 0.00], [-0.02, 0.15, 0.11], [-0.01, -0.03, -0.08], [-0.03, 0.03, 0.02], [-0.03, 0.00, -0.05], [-0.14, -0.06, -0.01], [-0.05, 0.03, 0.14], [0.21, -0.10, -0.14], [-0.11, 0.04, 0.01], [0.07, 0.12, 0.10], [0.04, 0.05, 0.00], [0.01, -0.02, -0.04], [0.02, 0.07, 0.05], [-0.04, -0.06, -0.19], [-0.07, 0.01, 0.05], [-0.04, 0.07, 0.04], [0.18, -0.03, 0.04], [-0.08, -0.03, 0.00], [0.03, -0.02, -0.01], [-0.03, -0.05, -0.01]],
  "total_charge": 0,
  "smiles": "N#CO[C@](C#N)(CCC(=O)O)[C@](C#N)(CN)CCC(N)=O.CCOCC.CCOCC.CCOCC.CCOCC.CCOCC.CCOCC",
  "spin_multiplicity": 1,
  "gap_ev": 9.43
}

---

[2]
{
  "formula": "C14H20F4IrN2O3PS3",
  "method": "ωB97M-V with the def2-TZVPD basis set",
  "elements": ["Ir", "C", "N", "C", "C", "C", "N", "C", "C", "F", "C", "F", "C", "C", "F", "C", "F", "H", "H", "H", "H", "H", "H", "H", "H", "H", "H", "H", "S", "C", "S", "S", "C", "O", "P", "O", "C", "O", "C", "H", "H", "H", "H", "H", "H", "H", "H", "H"],
  "xyz": [[-0.520, 0.052, -0.213], [-0.009, 1.353, -2.709], [0.371, 0.015, -2.166], [-0.029, -0.975, -3.175], [1.849, -0.048, -1.978], [2.269, 0.912, -0.874], [1.424, 0.665, 0.284], [1.824, 1.189, 1.484], [1.528, 0.549, 2.698], [0.897, -0.639, 2.679], [1.910, 1.054, 3.923], [1.589, 0.356, 5.022], [2.639, 2.221, 4.039], [2.961, 2.858, 2.858], [3.663, 4.001, 2.886], [2.563, 2.372, 1.627], [2.876, 3.100, 0.536], [0.529, 1.540, -3.645], [0.242, 2.135, -1.992], [-1.081, 1.364, -2.887], [0.429, -0.734, -4.140], [-1.111, -0.957, -3.279], [0.311, -1.960, -2.860], [2.340, 0.190, -2.927], [2.081, -1.078, -1.709], [2.215, 1.937, -1.254], [3.326, 0.740, -0.636], [2.943, 2.611, 4.997], [-4.374, 2.052, 0.947], [-3.034, 1.221, 0.572], [-2.815, 0.074, -0.714], [-1.495, 1.292, 1.442], [-1.540, -3.727, -1.926], [-1.590, -3.014, -0.700], [-0.536, -2.094, 0.054], [-0.791, -2.571, 1.530], [-1.839, -2.170, 2.417], [0.814, -2.859, -0.307], [2.006, -2.680, 0.483], [-2.172, -4.604, -1.795], [-0.524, -4.053, -2.145], [-1.939, -3.115, -2.735], [-1.537, -2.509, 3.404], [-2.765, -2.656, 2.113], [-1.952, -1.089, 2.413], [2.777, -3.269, -0.004], [1.825, -3.047, 1.493], [2.275, -1.625, 0.527]],
  "forces_ev_per_angstrom": [[0.41, 0.18, 0.12], [0.12, -0.11, 0.10], [0.22, 0.39, -0.42], [0.02, -0.13, 0.12], [-0.09, 0.04, 0.25], [0.02, -0.17, -0.30], [-0.34, -0.22, -0.49], [0.07, 0.05, 0.25], [0.01, -0.07, 0.01], [-0.07, -0.01, -0.02], [0.02, 0.03, 0.02], [0.00, 0.01, 0.02], [-0.04, -0.06, -0.18], [0.01, 0.00, 0.05], [-0.01, 0.00, 0.02], [0.02, 0.07, 0.02], [0.00, 0.11, 0.05], [-0.03, -0.01, 0.06], [-0.04, -0.04, -0.02], [-0.04, 0.00, 0.01], [0.01, -0.01, 0.01], [-0.04, -0.05, 0.01], [-0.05, -0.02, -0.01], [0.04, 0.02, 0.01], [0.01, 0.03, -0.01], [-0.03, -0.02, 0.02], [0.00, -0.04, -0.03], [0.01, 0.01, 0.03], [0.06, -0.01, -0.05], [-0.19, 0.00, 0.24], [0.10, -0.09, -0.24], [-0.06, -0.13, 0.17], [0.04, -0.04, -0.02], [-0.11, 0.40, 0.02], [-0.44, -0.31, 0.22], [0.42, -0.02, 0.04], [-0.07, 0.00, -0.05], [0.04, 0.08, -0.06], [-0.10, -0.05, 0.10], [0.00, 0.02, -0.04], [0.03, 0.02, -0.04], [0.04, -0.04, 0.01], [-0.04, 0.02, -0.01], [-0.03, 0.03, 0.03], [-0.02, 0.06, 0.01], [0.04, 0.03, 0.02], [0.04, -0.01, -0.03], [0.03, 0.02, -0.01]],
  "total_charge": 0,
  "spin_multiplicity": 1,
  "gap_ev": 6.98
}

---

[3]
{
  "formula": "C4H11NO2",
  "method": "ωB97M-V with the def2-TZVPD basis set",
  "elements": ["O", "C", "O", "H", "C", "C", "C", "N", "H", "H", "H", "H", "H", "H", "H", "H", "H", "H"],
  "xyz": [[0.746, 2.985, -0.184], [-0.235, 3.493, 0.519], [-1.337, 2.888, 0.652], [-0.015, 4.488, 0.974], [0.451, -0.283, -0.062], [-0.346, -1.617, -0.204], [0.311, -2.830, 0.524], [-0.188, 0.769, -0.853], [0.525, 0.019, 0.978], [1.445, -0.486, -0.435], [-0.374, -1.935, -1.266], [-1.370, -1.475, 0.182], [1.282, -3.083, 0.069], [0.587, -2.571, 1.573], [-0.355, -3.698, 0.497], [-0.067, 0.583, -1.848], [-1.173, 0.759, -0.591], [0.114, 1.994, -0.524]],
  "forces_ev_per_angstrom": [[-3.31, 1.63, 2.05], [3.05, -0.81, -1.75], [0.28, 0.90, 0.38], [-0.75, -0.41, 0.14], [-0.06, -1.92, 0.08], [0.46, -0.48, 0.20], [0.61, 1.03, 0.52], [-0.87, 1.23, 0.56], [-0.06, 0.11, 0.11], [0.37, 0.37, -0.07], [-0.30, 0.58, 0.36], [0.26, -0.04, -0.28], [-0.47, -0.04, -0.12], [-0.55, -0.28, -0.53], [0.24, 0.22, 0.08], [-0.30, 0.25, 0.08], [-0.19, -0.40, -0.70], [1.62, -1.92, -1.09]],
  "total_charge": 1,
  "spin_multiplicity": 2,
  "s_squared": 0.7562,
  "gap_ev": [10.98, 5.82]
}